A 2-piece molecular cluster, C6H5N2O2S overall in a non-equilibrium geometry. Source: OMol25; level of theory: wB97M-V/def2-TZVPD.

Each atom is followed by the atoms it is bonded to, with distances in Å.
Element x y z (Å)
1 C -0.789 0.233 0.394  C2 1.406, C3 1.390, H12 1.116
2 C -0.021 -0.616 1.210  C1 1.406, C4 1.396, H13 1.153
3 C -0.260 0.863 -0.727  C1 1.390, C5 1.330, H14 1.082
4 C 1.267 -0.905 0.757  C2 1.396, C6 1.414, H15 1.134
5 C 0.976 0.596 -1.136  C3 1.330, C6 1.382, H16 1.113
6 C 1.741 -0.323 -0.442  C4 1.414, C5 1.382, S11 1.723
7 N 4.252 1.345 -1.828  N8 1.275
8 N 4.073 2.163 -0.866  N7 1.275, O9 1.172, O10 1.287
9 O 3.621 2.038 0.208  N8 1.172
10 O 4.561 3.279 -1.283  N8 1.287
11 S 3.271 -0.818 -1.059  C6 1.723
12 H -1.764 0.531 0.847  C1 1.116
13 H -0.276 -0.951 2.283  C2 1.153
14 H -0.859 1.619 -1.217  C3 1.082
15 H 1.924 -1.501 1.463  C4 1.134
16 H 1.410 1.047 -2.056  C5 1.113

HOMO energy (spin up / spin down) (eV): -4.2 / -4.2
E (eV): -24209.120
Total charge: -1
ΔE to the lowest compared entry with this formula, charge and spin (kJ/mol): 429.1